ORCA calculation (ωB97M-V with the def2-TZVPD basis set) on C27H30N5O13PS2Si2 as an isolated structure in a non-equilibrium geometry.

Element x y z (Å)
O 2.94 -1.15 5.56
N 3.63 -0.43 4.95
O 3.51 -0.71 3.60
C 4.19 0.27 2.80
Si 3.40 2.00 2.77
S 2.61 2.33 0.80
O 2.36 2.35 4.01
Si 0.82 1.65 3.95
C -0.31 2.40 2.62
C -1.75 2.21 3.06
O -2.39 3.10 3.46
O -2.28 0.95 2.99
P 5.13 3.44 2.99
S 5.21 4.07 4.86
H 4.26 -0.08 1.77
H 5.21 0.36 3.18
H 1.98 3.53 0.82
H 0.99 0.19 3.79
H 0.18 1.94 5.25
H -0.20 1.79 1.72
H -0.10 3.44 2.40
H -1.89 0.39 3.67
H 5.07 4.48 2.04
H 6.31 2.70 2.78
C -1.91 2.23 -3.03
C -1.75 1.47 -4.19
C -0.51 0.93 -4.49
C 0.55 1.15 -3.64
C 0.41 1.91 -2.49
C -0.83 2.45 -2.19
N 1.87 0.57 -3.95
O 1.97 -0.08 -4.97
O 2.77 0.77 -3.15
H -2.88 2.64 -2.79
H -2.59 1.29 -4.84
H -0.39 0.34 -5.39
H 1.25 2.08 -1.83
H -0.96 3.04 -1.29
C 6.14 4.74 -3.39
C 5.25 3.74 -3.04
C 5.44 3.01 -1.87
C 6.54 3.30 -1.08
C 7.45 4.29 -1.42
C 7.24 5.01 -2.58
N 6.74 2.54 0.16
O 5.93 1.67 0.43
O 7.69 2.83 0.86
H 5.98 5.31 -4.29
H 4.39 3.53 -3.66
H 4.74 2.23 -1.60
H 8.30 4.50 -0.80
H 7.94 5.79 -2.86
C -5.52 -1.40 2.23
C -5.92 -2.38 1.33
C -5.63 -2.24 -0.03
C -4.95 -1.12 -0.45
C -4.56 -0.12 0.43
C -4.85 -0.27 1.78
N -4.62 -0.97 -1.88
O -4.99 -1.85 -2.63
O -3.99 0.01 -2.22
H -5.74 -1.51 3.28
H -6.44 -3.25 1.68
H -5.93 -3.00 -0.72
H -4.03 0.75 0.09
H -4.54 0.50 2.48
C -3.27 -8.04 -1.45
C -3.63 -8.34 -0.14
C -4.57 -7.56 0.52
C -5.15 -6.50 -0.15
C -4.80 -6.18 -1.45
C -3.85 -6.96 -2.10
N -6.17 -5.69 0.53
O -6.44 -5.97 1.68
O -6.67 -4.77 -0.10
H -2.54 -8.65 -1.96
H -3.18 -9.18 0.37
H -4.85 -7.80 1.53
H -5.25 -5.34 -1.97
H -3.57 -6.73 -3.12

Summary:
HOMO-LUMO gap	0.2621	hartree
2S+1	1
electronic energy	-109257.435	eV